DFT (ωB97M-V with the def2-TZVPD basis set) results for 4 unconnected molecules or ions with the total composition C43H87IN2O19P in a non-equilibrium geometry.

Calculated values
**Net charge**: +1
**Kohn-Sham gap**: 6.843 eV
**Highest occupied orbital energy**: -10.1114 eV

Geometry (Å):
H 3.064 -0.023 1.560
H 11.359 5.744 -3.486
H 7.465 4.827 2.849
H -8.564 -1.883 7.406
H 6.196 3.361 -1.084
C 4.011 6.502 0.041
H -5.032 -8.879 2.842
H -1.899 -4.340 -2.376
H 1.285 -2.721 -5.881
O -3.369 1.703 1.272
H -5.831 2.038 2.887
C -2.502 -6.349 -1.658
O -2.762 -4.341 2.671
H 2.780 2.047 -0.027
I -5.894 0.890 -3.642
H -5.947 -3.668 4.018
H 4.388 6.679 -2.488
H -6.086 0.230 2.305
H -3.827 -9.910 1.933
H -5.564 -2.590 7.674
C -0.084 -2.834 -4.120
H -2.857 -8.544 4.085
H 7.251 8.303 -7.785
N -4.122 -1.808 -0.731
H -0.786 -2.185 -4.740
H 4.250 8.395 -1.969
C -5.850 -0.857 -2.299
O -3.137 0.116 2.960
H 3.522 7.266 0.658
H -4.780 -2.665 4.916
H -4.778 -6.554 -1.212
C -3.855 -7.208 -1.339
H -5.338 -0.434 8.959
H -6.263 -3.324 0.050
H 5.207 5.664 1.656
C -0.117 -1.451 1.265
C 4.457 5.346 0.928
H -3.138 0.569 -2.025
O 7.159 6.931 -5.463
C -1.505 -1.918 -0.740
H 6.041 5.089 -1.266
O -5.045 1.467 -0.280
H -8.479 0.938 7.147
H -4.819 -2.787 -2.624
H -4.071 -2.890 1.079
O 4.896 4.183 0.222
C -2.743 -4.761 -1.708
H -5.571 -2.790 9.408
H -7.403 -4.472 6.228
H -2.245 -6.649 -2.746
H 9.312 5.972 -9.241
O -1.466 -3.252 -0.226
O -6.688 -2.604 5.628
O 9.110 7.357 -7.762
H 2.218 -0.601 0.034
O -7.368 -3.138 8.563
H -5.591 -4.332 -1.326
H 8.060 5.553 -6.741
C 0.873 -0.333 1.916
H -1.821 0.980 -0.819
H -0.441 -3.915 -3.987
C -5.403 -4.037 -0.242
H 11.464 7.356 -4.233
H 0.298 0.574 2.295
H -5.403 0.607 3.962
C 1.407 -2.957 -4.768
H -1.908 -3.827 2.698
H 3.093 -4.538 -4.731
H -9.156 -3.501 7.704
C -6.323 -0.890 8.808
H -1.979 -7.964 2.518
H -5.335 -4.186 5.627
C 6.112 4.298 -0.522
H 1.689 2.199 1.508
H -1.095 -1.542 1.848
H -7.352 1.658 8.321
H -4.078 -7.894 -2.242
O 10.082 6.114 -5.070
H 1.339 -0.839 2.846
H -6.921 -0.737 9.711
O -6.918 -0.257 7.680
H 6.986 4.923 -5.514
C 8.933 5.334 -4.757
C -2.982 -8.066 3.050
C 1.958 -4.482 -4.697
C 4.870 7.493 -1.935
H 10.095 6.983 -3.178
C 7.941 8.091 -5.759
H 7.701 6.696 -9.145
H 7.350 8.938 -5.393
H 7.629 6.586 2.788
C -8.254 -2.930 7.462
H 5.828 7.702 -2.414
C -3.909 0.904 2.349
O 5.125 7.123 -0.592
H 3.588 5.020 1.509
C 8.773 6.905 -9.058
O -2.764 -9.124 -0.211
H -3.764 -1.313 -2.884
H -0.475 -5.540 0.499
H 8.255 4.349 -0.316
C -7.737 -3.435 6.120
O -1.347 -1.836 -2.199
H -4.854 -1.267 -0.210
C 1.885 1.612 0.535
C -5.641 -3.330 5.015
H -8.525 0.399 8.830
N -0.254 -1.277 -0.208
H 1.534 -4.958 -3.733
H 9.213 4.280 -4.882
C -4.053 -3.144 -0.052
H 0.439 -2.453 1.426
O 7.427 5.707 0.963
H 7.399 3.623 1.065
C -2.825 -1.073 -0.406
H 0.903 1.708 -0.070
C 7.911 5.656 2.289
H 8.661 9.310 -7.380
O -6.911 -1.086 -1.684
C -3.853 1.248 0.006
C 7.774 5.662 -5.692
C 2.101 0.060 0.954
H -5.385 -4.993 0.376
C -7.863 0.736 8.026
H 8.617 5.490 -3.721
H 2.120 -2.206 -4.277
H -2.844 -0.978 0.750
C 7.373 4.434 0.330
H -3.704 -4.611 -2.317
H 3.289 6.135 -0.696
C -4.104 -8.821 2.155
C -0.009 -2.227 -2.609
P -2.610 -5.228 1.184
H 9.076 7.643 -9.806
O -4.519 -8.061 0.990
H 1.471 -5.033 -5.580
C 10.780 6.563 -3.923
C -5.417 0.974 2.869
H -0.177 -0.303 -0.520
H 8.864 8.097 -5.181
C -4.519 -1.792 -2.166
H 0.438 -3.077 -1.974
H 0.720 -1.331 -2.647
C 8.203 8.323 -7.245
C -2.715 -3.986 -0.298
C -6.151 -2.389 8.570
C -3.639 -8.240 -0.107
C -2.815 0.440 -0.942
H 9.001 5.568 2.291
H -1.606 -6.690 -1.042
H -3.350 -6.989 3.248
O -0.981 -5.827 1.302
H -8.548 -3.403 5.383

DFT (ωB97M-V with the def2-TZVPD basis set) results for 6 unconnected molecules or ions with the total composition C43H94F3N5O3S in a non-equilibrium geometry.

Calculated values
**Net charge**: +4
**Kohn-Sham gap**: 7.187 eV
**Highest occupied orbital energy**: -12.9552 eV

Geometry (Å):
H -9.996 4.618 -0.191
H 1.811 6.935 -3.800
C 5.138 -5.357 -7.439
H 3.139 8.895 -1.160
H -2.087 -0.379 7.031
C 6.620 -7.853 0.054
H -10.814 3.829 -2.308
C -6.204 6.592 0.589
H 7.081 -4.827 3.247
H -6.796 3.809 0.275
H -3.885 -1.021 10.421
C -7.121 4.414 -0.571
H 5.315 7.227 -4.006
H 6.393 -5.333 4.771
H -9.658 1.340 -1.630
H -2.391 1.891 9.698
C -7.403 5.844 0.048
N 3.553 7.416 -2.774
C 5.537 -8.801 2.271
H -8.932 5.486 -2.115
H -10.509 1.679 -3.715
C 3.956 8.372 -1.656
H -5.047 2.407 8.789
C 3.789 6.288 -0.592
H -10.208 3.005 -0.439
H 4.651 9.168 -1.924
H 3.167 5.280 -2.482
H 7.144 -7.776 4.218
H 4.178 5.588 0.148
H 3.220 -5.433 -7.871
C -7.904 2.224 -1.593
N -2.993 0.123 8.808
C -9.647 2.312 -3.503
H 8.445 -6.576 4.169
H 4.514 -6.538 3.605
H -0.839 -3.031 7.932
H -5.251 2.071 7.087
C 3.499 -10.393 2.101
H 7.235 -7.069 -0.388
H 3.064 -10.296 3.096
C 4.013 8.701 -5.066
C 4.268 7.470 -4.185
H 4.642 10.675 -5.168
H -0.450 -3.079 -5.123
H -1.213 -0.831 8.519
H 6.977 -8.882 0.079
H 4.190 -11.232 2.178
C -2.387 1.545 8.664
C -4.410 0.323 8.210
H 5.893 -5.596 1.022
H -8.041 4.496 -3.231
H 4.459 -6.483 1.107
H 2.302 -1.092 -8.155
C 7.618 -7.260 2.265
N 2.091 -2.845 -7.044
H 4.003 -3.097 -8.074
C -10.023 3.726 -3.051
C -0.359 -3.409 -7.219
C 3.736 -4.925 -7.057
H -6.297 4.366 -1.284
H 1.188 -0.888 -6.835
H 4.319 8.086 0.452
H 2.969 -0.998 -6.431
F 1.119 0.346 0.994
H 5.250 -8.761 3.322
H 4.065 6.567 -4.761
H -7.942 6.474 -0.659
H 8.094 -6.423 1.753
H -6.271 7.677 0.509
H -3.537 -2.580 8.561
H 0.807 -2.626 -8.867
H 5.592 7.386 -0.652
H 8.154 -8.186 2.059
C 3.861 6.029 -2.100
H -7.620 1.662 -0.704
C 3.508 -3.381 -7.146
N -8.362 3.696 -1.162
H -8.945 2.342 -4.336
C 0.969 -3.311 -8.034
H -5.134 0.046 8.976
H 5.717 -7.741 -0.547
C -1.751 -3.418 7.478
S -1.488 0.636 1.434
H -4.561 -0.158 7.244
C -3.145 -0.225 10.332
C 6.562 -5.648 3.742
H 2.732 6.465 -0.395
H 3.607 -8.338 1.553
H 4.833 5.628 -2.389
H -8.034 5.762 0.933
H 5.538 -4.837 -8.309
C 1.601 -3.254 -5.661
H -5.971 6.342 1.624
F 0.235 -1.487 1.806
C -9.450 3.685 -0.051
H 4.139 -2.808 -6.467
C -2.156 -0.913 7.979
C 5.177 -5.843 3.089
C 4.673 9.875 -4.427
F 0.635 0.318 2.973
H 1.337 -4.287 -8.349
O -1.968 0.200 0.096
C -3.303 2.360 7.739
O -2.350 0.061 2.447
H 3.360 -5.521 -6.225
H 4.536 -9.485 0.525
C -8.926 1.511 -2.419
H 1.554 7.553 -2.046
H -0.943 -2.489 -7.256
H -1.105 -4.122 -7.570
H -8.923 3.637 0.902
O -1.415 2.076 1.644
H 1.954 8.656 -3.368
H 2.792 -10.579 1.292
C -8.800 4.457 -2.449
H -0.082 -4.728 -5.455
H 4.036 10.256 -3.630
C 0.135 -3.713 -5.789
H 4.634 8.464 -5.930
C 5.398 -6.343 1.643
H -2.147 -4.334 7.918
C 0.254 -0.102 1.828
H 4.635 -4.898 3.050
H 5.755 -5.183 -6.557
H -8.497 0.558 -2.725
H 2.993 8.693 -5.450
C 7.505 -6.881 3.711
C -2.808 -2.321 7.793
H -3.488 0.640 10.901
H -6.990 2.472 -2.132
H -5.370 6.408 -0.089
H 2.327 -3.881 -5.142
H 1.565 -2.394 -4.992
N 6.298 -7.575 1.592
H -1.382 1.636 8.253
H -3.033 2.310 6.684
H -2.273 -0.644 10.833
C -4.632 1.841 7.955
C 4.238 -9.227 1.542
H 5.725 9.622 -4.294
C 2.161 -1.306 -7.096
H -3.247 3.446 7.821
H -3.436 -2.302 6.903
C 4.535 7.604 -0.502
H -1.383 -3.672 6.484
H 6.238 -9.633 2.200
C 2.067 7.634 -3.004
H -10.440 4.034 -4.010
H 5.151 -6.406 -7.735

DFT (ωB97M-V with the def2-TZVPD basis set) results for 4 unconnected molecules or ions with the total composition C43H98N3O12P in a non-equilibrium geometry.

Calculated values
**Net charge**: 0
**Energy above the lowest of the compared OMol25 structures with the same formula, charge and spin**: 0.000 eV
**SMILES**: CCCCCCCC[C@H](CCCCCC)OC[C@@H](O)OCCCCP(=O)(OCC)OCC.COCCNCCOC.COCCNCCOC.COCCNCCOC
**Kohn-Sham gap**: 8.821 eV
**Highest occupied orbital energy**: -8.2511 eV

Geometry (Å):
H -3.839 7.966 -3.928
C -3.223 5.423 -2.953
H 4.681 0.277 -4.191
H 2.872 -4.696 5.806
C -0.683 -2.814 -4.076
C 3.672 2.761 -8.041
O -0.256 3.752 -0.142
C 3.069 -2.851 3.454
H 1.098 2.192 -7.391
C -5.041 5.643 -7.334
H 7.075 0.201 -8.157
H -3.676 4.509 -2.570
H -1.021 3.532 -6.001
O -0.423 -4.528 6.727
H -1.213 -3.614 -3.553
O -1.543 4.006 -4.099
C 4.901 -5.357 5.766
H -2.580 7.181 -4.894
H 3.925 3.157 -7.048
N -4.068 5.900 -4.053
C 1.837 1.460 -7.049
H -0.371 -2.186 -2.039
H 5.878 -4.871 5.792
H -0.380 -0.825 -3.176
H 2.402 -2.786 -0.830
O -3.177 -5.575 10.260
H 1.372 0.475 -7.139
C 4.239 0.749 -5.069
H -0.460 2.414 2.893
C 2.443 -2.832 2.053
H 5.560 -6.183 7.702
H -5.493 7.421 -5.741
H -2.937 0.895 5.232
H 4.591 1.783 -5.124
H 4.088 -6.901 7.076
H -2.435 -0.290 -4.233
H 3.239 -0.903 -2.526
H 3.620 0.762 -7.710
O 2.834 0.680 -4.926
C -0.049 -1.855 -3.032
H -4.884 -4.521 10.250
C -2.520 -0.068 0.090
H -0.571 3.600 4.190
H -3.264 6.149 -2.139
C 1.477 -1.941 -3.083
H 3.899 -2.135 3.447
C -0.205 -5.816 6.195
C 2.253 -1.071 -2.089
N 2.966 1.488 -7.973
O 5.928 1.868 -8.111
C -1.626 -2.149 -5.076
H -1.663 -0.708 -0.115
H -3.415 -0.455 -0.392
H -1.267 -5.957 10.824
C -3.650 7.162 -4.645
C -1.459 -3.785 6.086
H -5.157 -4.154 7.926
H -4.162 8.471 -6.246
H 3.246 -2.993 1.335
H 0.715 -6.199 6.635
H -0.591 5.015 2.349
C 1.820 3.346 1.134
H -2.308 -3.195 7.934
C -2.076 1.539 5.038
H -2.934 1.984 3.114
O -1.899 -1.173 4.096
O -0.905 0.785 4.808
H 1.678 2.984 2.152
H 1.086 0.150 3.516
O 0.463 -1.575 2.527
C 6.205 0.602 -8.674
H -1.322 5.262 -5.744
H -5.999 6.137 -7.521
H 2.351 -2.528 4.211
H 4.630 -4.326 3.393
H -1.739 -4.244 5.134
H 4.589 0.202 -5.949
H -1.883 2.106 5.950
C -2.663 -3.627 6.988
C -1.393 4.278 2.325
C -4.388 -4.877 8.218
H -3.055 3.284 4.272
H -1.450 -4.481 9.858
H 1.155 -0.233 0.172
C -2.250 1.377 -0.334
H -1.229 6.003 -3.649
O -2.675 4.466 -0.091
H 4.935 -6.164 5.032
H 4.782 2.213 -9.811
H -3.350 -2.909 6.530
C -1.792 -5.512 9.979
C 1.678 -1.542 1.781
C -3.970 -4.572 9.653
H 0.353 1.867 0.558
H 4.024 -5.292 7.763
C -1.761 5.128 -3.253
H 3.406 -1.469 -0.270
C 3.813 -4.354 5.363
H 2.811 3.018 0.814
H 1.745 -3.673 1.983
H 1.129 1.734 -5.068
H 0.144 -3.288 -4.611
H -2.681 -0.084 1.170
O -4.045 6.575 -6.970
C -2.733 -1.328 -4.387
H 2.573 2.681 -5.383
N -3.361 -4.892 7.180
C 1.329 -1.311 0.302
C -1.114 3.155 3.352
H 0.629 -1.261 4.551
H 3.030 3.494 -8.539
H -3.480 -3.595 9.745
H 5.373 -0.100 -8.550
H -1.279 0.323 2.826
H -0.084 -5.782 5.107
H -2.541 -1.260 3.388
C -0.991 -0.147 3.779
H -1.290 4.875 -2.304
H -4.713 5.160 -8.253
H 6.439 0.684 -9.740
H 1.829 4.435 1.110
H -1.067 -1.518 -5.771
C 2.426 -1.699 -0.693
H 1.791 -2.986 -2.998
H 1.773 -1.608 -4.084
H 2.972 -5.008 3.482
C 0.775 2.794 0.164
C 4.964 2.637 -8.819
H -3.081 1.809 -0.889
H 1.251 2.545 -0.784
H -2.679 4.112 -5.846
H 2.297 -0.699 2.118
H -4.862 -5.862 8.218
C 2.101 1.708 -5.568
H -2.315 4.796 2.593
H 0.369 -1.786 0.094
C 3.638 -4.222 3.841
C 4.640 -5.962 7.161
H -2.122 -2.937 -5.648
H -1.060 -2.794 5.871
H 1.763 -0.099 -1.977
H -5.188 4.871 -6.570
H -2.978 -1.786 -3.427
H 5.385 3.637 -8.953
C -2.380 2.510 3.895
O -2.030 2.166 0.857
H -1.528 -6.084 9.085
H -2.686 -5.611 7.403
H -1.372 1.425 -0.982
H 4.035 -3.371 5.787
H -3.640 -1.303 -4.993
C -1.656 4.254 -5.484
C -4.414 7.459 -5.918
C 0.412 -0.701 3.636
H -1.018 -6.511 6.435
P -1.650 3.704 0.643
H -4.091 5.192 -4.774